89
Properties=species:S:1:pos:R:3:forces:R:3 method="wB97M-V/def2-TZVPD" e_homo_ha=-0.366
Br 20.89447 21.73087 -10.07539 0.0 -0.4 -0.4
Br 14.24463 25.18485 -10.82760 0.5 1.0 0.1
Br 20.38473 25.89561 -16.54439 -0.8 0.4 -0.2
Br 19.63398 19.40782 -11.99511 0.6 1.0 0.1
Br 17.57730 24.61035 -15.77698 0.1 0.6 0.0
Br 16.62327 27.24718 -10.01007 0.2 -0.3 -0.1
Br 18.61375 22.44676 -12.13369 0.5 -0.5 0.0
Br 17.90218 27.88162 -15.78884 0.3 -1.1 -0.6
Br 15.78639 26.72778 -13.12819 0.1 0.2 0.7
O 18.41573 25.71202 -8.22378 -0.4 0.1 -0.6
O 23.81266 19.47188 -14.68753 0.2 0.2 0.1
O 20.57601 25.02381 -8.37974 0.5 -0.2 -0.1
O 23.81179 25.15971 -12.03750 -0.1 -0.7 -0.7
O 22.48562 29.64086 -16.18204 0.1 -0.8 0.0
O 21.75152 20.27763 -14.88825 0.2 0.5 -0.6
O 20.86186 30.89244 -15.24788 0.0 -0.2 0.4
O 22.05774 26.33273 -12.31404 0.6 0.3 0.3
O 22.00452 18.17319 -14.35983 0.1 -0.6 -0.2
O 21.83088 24.09561 -12.47124 0.5 -0.8 -0.3
O 22.25676 29.92448 -13.93939 -0.4 -0.9 -0.1
O 26.12082 19.19170 -10.70307 0.0 -0.6 -0.3
O 19.45924 24.51505 -6.61866 -0.2 0.6 -0.8
O 24.88548 20.59280 -11.76099 -0.7 0.1 -0.6
N 25.38814 20.15165 -10.76012 1.1 0.7 1.1
C 20.20515 21.28664 -11.82423 -1.6 0.0 0.1
C 20.39260 31.30555 -16.51393 -0.7 -0.7 -0.9
C 18.50886 23.54880 -4.70568 1.3 0.3 1.1
C 21.22114 22.52769 -15.29786 0.0 -0.4 -0.7
C 22.50848 25.06868 -12.30589 -0.8 1.7 0.0
C 18.42888 26.15663 -16.59966 0.5 -0.3 0.6
C 20.65209 25.35449 -9.75735 -1.0 -0.1 -0.3
C 23.66701 29.12152 -12.21217 0.0 -1.2 -0.4
C 26.12168 20.70922 -8.45105 -0.2 -1.2 0.9
C 24.99374 22.38745 -7.15398 -0.5 -0.3 -0.4
C 19.57455 26.01995 -12.19118 0.1 -0.5 -1.4
C 18.20886 24.32522 -5.97931 -0.9 -1.9 1.2
C 20.77794 26.72061 -12.82883 -1.2 -0.3 0.3
C 25.24005 20.91225 -9.49872 0.1 0.5 0.4
C 25.95171 21.37943 -7.24395 -0.3 0.8 -0.2
C 15.24177 26.85911 -11.24222 -0.6 -0.5 -0.7
C 23.20917 28.89518 -13.64170 1.4 0.3 -0.2
C 24.27044 21.88371 -9.37748 -1.0 0.4 -0.8
C 22.36457 21.57949 -15.04588 -0.3 0.0 0.7
C 24.50631 23.92324 -12.24479 -0.3 -0.9 0.2
C 19.37412 25.12416 -7.83146 0.9 -0.2 1.8
C 21.90527 30.04593 -15.21572 0.2 1.6 -0.2
C 24.69959 18.38760 -14.41543 1.1 -0.1 -0.5
C 22.51393 19.21588 -14.65022 -0.6 -0.3 0.8
C 24.09557 22.58187 -8.20896 1.5 0.8 1.1
H 26.55755 21.14783 -6.37977 0.3 0.0 -0.2
H 20.87762 21.57907 -12.61983 0.3 -0.3 0.2
H 24.30559 17.41963 -14.70997 -0.3 0.1 -0.1
H 24.06937 28.96295 -14.31655 -0.1 0.5 0.0
H 24.14857 23.31772 -13.08177 -0.2 0.7 -0.4
H 20.69203 30.62461 -17.31308 0.5 0.1 0.2
H 24.28719 23.25161 -11.41383 0.7 0.4 0.0
H 17.61377 25.20501 -5.74605 0.4 0.4 -0.4
H 20.29727 24.51020 -10.35394 0.4 -0.1 0.3
H 21.53691 23.56592 -15.26376 0.0 0.0 0.3
H 22.87677 27.87847 -13.85512 -0.7 0.3 0.4
H 23.44554 23.43985 -8.09132 -0.4 -0.3 -0.4
H 20.64195 27.77876 -12.60581 0.6 0.1 0.0
H 21.65090 25.63024 -10.07933 0.1 0.0 0.6
H 19.04615 22.62243 -4.91454 -0.3 -0.1 -0.2
H 24.90264 23.06314 -6.31373 0.1 -0.3 0.3
H 23.10392 21.59269 -15.84368 0.0 -0.2 0.0
H 20.78922 26.62977 -13.91339 0.0 -0.3 0.0
H 19.93518 26.13088 -10.03372 1.0 -0.1 1.6
H 24.26755 30.02106 -12.11657 -0.2 0.2 0.1
H 18.16307 26.09130 -17.64479 -0.1 0.5 0.0
H 17.70434 23.33717 -4.00209 -0.5 0.0 -0.6
H 22.82275 29.07664 -11.52614 0.0 0.3 0.1
H 18.71960 26.14364 -12.85686 -0.1 0.4 0.2
H 25.57408 18.64442 -15.01453 0.0 -0.3 -0.1
H 25.07115 18.32946 -13.39268 -0.6 0.4 0.2
H 14.58560 27.71714 -11.20559 -0.4 -0.3 0.0
H 26.84877 19.90894 -8.45510 0.0 0.1 -0.4
H 23.63412 22.19005 -10.19495 0.0 -0.7 -0.1
H 20.84013 22.33696 -16.30386 -0.2 0.1 0.0
H 24.29334 28.25999 -11.96362 0.1 0.1 0.1
H 19.38460 26.36892 -11.18059 -0.8 0.4 -1.5
H 17.60808 23.61900 -6.55861 -0.1 0.5 -0.5
H 20.41281 22.32451 -14.59618 0.0 0.3 0.0
H 19.21118 24.10102 -4.06734 0.0 0.2 -0.2
H 19.30651 31.19062 -16.51392 0.0 0.5 0.3
H 19.72170 24.94027 -12.17723 0.0 0.3 0.1
H 22.82847 21.80046 -14.08310 0.3 0.1 -0.1
H 20.70297 32.32028 -16.75296 0.0 0.0 0.2
H 25.55012 24.15901 -12.41684 0.0 0.0 0.4